1.
32
Properties=species:S:1:pos:R:3:forces:R:3:mulliken_charge:R:1 method="wB97M-V/def2-TZVPD" orbital_gap_ev=7.28 lumo_ev=-4.52 charge=+1 max_force_ev_per_a=7.08 de_lowest_kcal_mol=115.0 e_homo_ev=-11.80
C 4.11049 0.19475 0.44492 0.97 2.33 -0.63 -0.64
C 2.91332 -0.56656 0.51276 -0.98 2.42 -1.72 -0.67
C 3.83486 1.52830 0.14452 -1.00 -3.77 0.69 -0.58
C 1.90628 0.34315 0.19644 -1.18 -2.50 -0.09 0.51
C -3.39468 1.69598 -0.09448 1.61 1.76 -2.48 0.12
C 2.39604 1.70190 -0.05209 1.34 -2.52 0.76 -1.20
C -2.58235 2.17244 -0.92439 -2.30 -1.47 2.34 -0.47
C 0.51384 0.02502 0.04026 0.79 2.29 0.54 0.70
C 0.10703 -1.59970 -1.79921 -2.43 1.96 -0.43 -1.49
C -1.54074 -1.87107 1.49378 -1.52 -1.90 -2.45 -1.27
C 0.06898 -1.34759 -0.27526 -1.64 -1.84 1.31 0.22
N -4.36132 1.11834 0.67560 1.07 1.74 0.40 -0.45
N -0.37143 1.01444 0.16525 -1.42 -6.91 -0.52 -0.19
N -1.38065 -1.40077 0.16467 1.94 -0.64 -3.52 -0.38
H 5.11413 -0.19773 0.47269 0.04 -0.07 0.46 0.45
H 2.88150 -1.62425 0.56659 -0.28 -0.69 0.47 0.47
H 4.47839 2.30534 0.11569 2.26 2.14 -0.31 0.60
H -1.38216 0.68208 0.02301 1.54 0.85 0.24 0.08
H 1.92758 2.34622 0.58160 -0.92 2.19 2.35 0.46
H 2.06957 2.03657 -0.97512 -0.14 0.64 -2.44 0.46
H -1.71750 2.43307 -1.54583 -1.16 -0.04 0.58 0.43
H -0.49549 -2.36958 -2.32967 0.63 -0.53 1.43 0.39
H 1.09804 -1.60802 -2.13234 1.37 0.10 -0.84 0.36
H -0.49613 -0.73284 -2.23126 1.30 -0.42 0.30 0.40
H -0.90641 -1.45452 2.13684 2.34 2.30 2.65 0.46
H -2.53329 -1.70155 1.67678 -2.45 0.67 1.45 0.41
H -1.41851 -2.90834 1.60404 0.43 -1.78 -0.03 0.40
H 0.75207 -2.06030 0.32907 -1.17 0.77 -1.02 0.38
H -4.99300 1.65731 1.30372 0.97 -0.61 -1.10 0.26
H -0.12764 1.91158 0.03844 0.93 3.85 0.05 0.30
H -1.79198 -2.00885 -0.59067 -0.03 0.69 1.72 0.26
H -4.67884 0.28520 0.26365 -0.91 -1.00 -0.14 0.22



2.
49
Properties=species:S:1:pos:R:3:forces:R:3:lowdin_spin:R:1 method="wB97M-V/def2-TZVPD" s2=0.755 multiplicity=2 orbital_gap_ev="5.52 / 4.66" lumo_ev="-6.74 / -7.60" charge=+1 max_force_ev_per_a=5.47 e_homo_ev="-12.26 / -12.26"
O 15.61077 -15.58701 2.42155 0.41 1.66 -2.32 0.01
V 15.71012 -14.47507 1.27784 1.06 0.09 2.70 -0.02
O 17.04746 -14.61587 0.43333 -1.50 -0.11 0.86 0.00
O 19.07960 -10.28254 2.36666 -1.71 -2.72 -0.53 0.00
V 18.59039 -11.77614 2.03368 2.80 0.42 0.64 0.00
O 19.96588 -12.53032 1.72375 -3.05 0.97 0.54 0.00
O 16.65207 -12.76757 2.68564 0.52 -0.21 -3.18 0.00
C 15.52493 -11.97337 2.99319 0.12 1.51 0.99 0.01
C 14.33597 -11.73352 1.96866 0.72 -1.73 1.13 0.09
O 13.87624 -12.90664 1.34506 1.45 0.27 0.16 0.82
H 15.87227 -10.96994 3.23930 0.08 0.57 -0.38 0.00
H 15.23585 -12.26136 4.00393 -1.09 -0.67 -0.27 0.00
H 14.61313 -11.03472 1.17937 0.30 -0.05 -0.62 0.05
H 13.51906 -11.21116 2.46654 -0.30 -0.18 0.10 0.01
C 14.24316 -10.01496 5.99121 -0.18 0.58 -0.21 0.00
N 13.15916 -10.92152 6.52210 0.43 -1.84 0.55 0.00
O 13.02884 -12.04707 5.93931 -0.02 2.91 1.12 0.00
O 12.67137 -10.61193 7.60212 0.23 -0.57 -2.03 0.00
H 15.12203 -10.65034 5.88178 0.00 0.30 0.41 0.00
H 14.31593 -9.14083 6.63828 0.34 -0.60 0.49 0.00
H 14.06000 -9.53107 5.03184 -0.71 -0.70 -0.30 0.00
C 10.82690 -11.76002 3.85947 0.22 -0.52 0.88 0.00
N 10.27185 -11.72456 2.49727 -0.39 3.52 -2.18 0.00
O 10.85522 -12.19233 1.55324 1.21 -2.37 0.59 0.00
O 9.43778 -10.85147 2.25510 -0.70 -0.58 1.64 0.00
H 11.74418 -11.17209 3.82741 -0.12 0.01 -0.15 0.00
H 11.10515 -12.76596 4.17372 -0.23 0.02 -0.22 0.00
H 10.14407 -11.29147 4.56821 -0.08 -0.20 -0.32 0.00
C 12.63872 -8.46792 0.22771 0.86 0.26 -0.43 0.00
N 11.52340 -9.16109 -0.47722 -0.24 -1.51 -1.24 0.00
O 10.87867 -8.56554 -1.30604 0.15 1.03 0.40 0.00
O 11.39893 -10.37122 -0.32458 0.73 0.66 0.90 0.00
H 12.63406 -8.64227 1.30367 -0.51 0.28 -0.19 0.00
H 12.71569 -7.43877 -0.12302 -0.69 0.06 0.57 0.00
H 13.57465 -8.87881 -0.15085 -0.17 -0.55 -0.13 0.00
C 12.95580 -17.54340 4.76781 -0.85 -0.66 -0.31 0.00
C 11.91559 -18.41012 4.31514 0.47 2.41 -0.68 0.00
C 11.02488 -17.89381 3.34971 0.63 -1.58 0.71 0.00
C 11.19610 -16.63812 2.79124 -0.43 -0.44 1.38 0.00
C 12.10997 -15.77633 3.34672 2.20 0.62 0.97 0.00
C 13.02900 -16.21729 4.31661 -1.09 -1.59 -0.14 0.00
N 10.42704 -16.22110 1.64770 -2.61 -4.26 -2.23 0.00
O 9.57526 -16.96893 1.10445 0.71 -0.07 2.48 0.00
O 10.76982 -15.28549 1.04870 2.02 4.63 -0.97 0.00
H 13.69152 -17.90751 5.46963 0.03 -0.04 0.10 0.00
H 11.76111 -19.43863 4.60617 0.31 0.10 0.35 0.00
H 10.28604 -18.63182 3.07429 -0.36 0.56 -0.71 0.00
H 12.33766 -14.75079 3.09608 -0.87 0.11 -0.85 0.00
H 13.80771 -15.57967 4.70833 -0.12 0.19 -0.07 0.00



3.
36
Properties=species:S:1:pos:R:3:forces:R:3:mulliken_charge:R:1 method="wB97M-V/def2-TZVPD" smiles="CC(C)[C@H](N)C(=O)N[C@@H](Cc1c[nH]cn1)C(=O)O" orbital_gap_ev=8.21 lumo_ev=0.11 charge=0 max_force_ev_per_a=8.33 de_lowest_kcal_mol=214.9 e_homo_ev=-8.11
C 1.06791 3.71424 -1.90992 0.95 0.90 -0.15 -0.78
C 0.69229 2.20355 -2.26732 -1.06 -1.32 -1.84 0.28
C -0.74019 2.20397 -3.12185 1.79 0.71 -1.15 -0.95
C 0.30732 1.35994 -1.03275 0.96 1.39 0.19 -0.45
N -0.91261 1.78027 -0.25945 -4.20 0.67 -0.77 -0.71
C 1.62287 1.19014 -0.25829 2.85 0.34 -1.22 0.08
O 2.76083 1.53429 -0.71565 -3.43 -0.54 1.38 -0.70
N 1.57147 0.39201 0.80973 -1.89 -2.13 2.58 0.04
C 0.51108 -0.55946 1.32051 -2.18 -0.80 -1.57 -0.34
C 0.93552 -2.01391 1.51302 4.17 1.49 1.86 -0.07
C -0.14610 -2.92734 1.31490 -1.28 -4.01 0.25 0.01
C -0.85712 -3.61607 2.35342 3.11 4.48 -0.41 -0.46
N -1.58425 -4.52298 1.79152 -2.66 -4.60 -2.93 -0.16
C -1.27634 -4.48977 0.35101 -0.76 -0.24 0.90 -0.25
N -0.33117 -3.55628 0.07407 -3.01 -1.23 1.89 -0.66
C -0.27865 -0.24615 2.60811 -4.97 -1.54 3.05 0.36
O -0.80011 -1.07830 3.56834 4.21 4.92 -5.24 -0.62
O -0.90122 0.90925 2.37892 0.27 0.11 0.34 -0.52
H 0.24926 4.08385 -0.93424 2.76 -0.71 -3.22 0.17
H 0.90375 4.32331 -2.97430 0.15 -1.18 3.18 0.27
H 2.34705 3.90980 -1.59511 -4.40 -0.83 -0.74 0.26
H 1.57524 1.55469 -2.92487 -2.59 2.23 2.00 0.37
H -1.44683 3.08259 -2.53073 1.67 -2.82 -2.38 0.20
H -1.19012 1.08375 -3.31722 0.82 2.96 1.06 0.27
H -0.29687 2.48614 -4.22061 -1.88 -0.03 2.52 0.36
H 0.12300 0.31737 -1.24935 -0.28 -0.24 -0.78 0.58
H -1.88815 1.15104 -0.64858 3.95 2.63 1.31 0.38
H -1.28440 2.89796 -0.28318 1.84 -4.11 -0.28 0.32
H 2.43468 0.08949 1.21467 0.76 0.35 -0.15 0.30
H -0.53994 -0.60190 0.67863 3.05 0.27 0.64 0.24
H 1.91830 -2.33398 0.92201 -2.14 0.80 1.15 0.34
H 1.16932 -1.92220 2.68187 0.11 -1.18 -2.44 0.27
H -0.77762 -3.13844 3.33172 -0.58 -1.13 0.07 0.44
H -2.16378 -5.37440 2.24224 1.87 3.13 -1.35 0.32
H -1.99883 -5.12908 -0.31245 2.10 1.38 1.09 0.29
H -0.77560 1.24259 1.40117 -0.08 -0.11 1.17 0.53



4.
36
Properties=species:S:1:pos:R:3:forces:R:3:mulliken_charge:R:1 method="wB97M-V/def2-TZVPD" orbital_gap_ev=2.01 lumo_ev=0.21 charge=-1 max_force_ev_per_a=2.35 de_lowest_kcal_mol=30.4 e_homo_ev=-1.80
C -0.39346 -1.83245 0.19564 0.59 -0.29 0.21 -0.89
Si 1.00475 -1.46556 -1.03500 -1.53 1.12 -1.38 0.42
C 0.34538 -0.10675 -2.15483 1.37 -0.47 0.54 -0.88
C 1.28540 -3.01895 -2.08927 0.30 -0.18 0.17 -1.07
O 2.43456 -0.82665 -0.31830 -0.96 -1.29 -0.72 -0.52
C 3.04721 -1.71870 0.55703 0.51 1.25 0.68 -0.40
C 2.87057 -1.09776 1.96899 0.59 0.23 -0.11 -0.68
N 1.76641 -1.75722 2.76631 0.22 0.04 -0.34 -0.27
H -0.08728 -2.21349 1.19015 -0.36 0.07 -0.30 0.29
H -1.04043 -0.93499 0.26757 0.14 -0.03 -0.01 0.28
H -1.00637 -2.63116 -0.24981 0.13 0.20 0.10 0.35
H 1.15463 0.15207 -2.86093 -0.39 0.04 0.05 0.32
H -0.55639 -0.42333 -2.68115 0.00 0.24 0.19 0.38
H 0.14648 0.74286 -1.49047 -0.33 0.00 -0.39 0.13
H 2.13028 -2.93881 -2.78846 -0.09 0.00 0.29 0.32
H 0.39136 -3.11161 -2.72475 0.09 0.14 0.27 0.33
H 1.35955 -3.96620 -1.53188 0.12 0.23 -0.14 0.34
H 2.68853 -2.76030 0.48007 0.00 0.11 0.18 0.36
H 4.12676 -1.71999 0.35121 -0.16 -0.20 0.04 0.33
H 3.81406 -1.09567 2.52217 -0.35 -0.42 0.27 0.36
H 2.58034 -0.04781 1.85976 0.06 -0.26 -0.18 0.37
H 0.89405 -1.24494 2.61422 -0.15 -0.03 0.01 0.39
H 1.62957 -2.69520 2.38967 -0.18 -0.07 0.19 0.35
H 1.95705 -1.81320 3.76251 0.00 0.08 0.10 0.37
C -1.65484 2.46344 0.42788 0.60 0.63 0.76 -0.36
C -2.43477 1.77519 -0.46350 -0.52 -0.41 -0.55 0.63
C -3.58648 2.59517 -1.06850 -0.57 1.73 0.29 0.32
O -4.33453 2.14537 -1.94081 0.20 -0.71 -0.11 -0.75
C -3.79215 3.95018 -0.57724 -0.52 -1.08 -0.84 -0.76
C -3.01906 4.64026 0.32925 0.48 0.86 0.76 0.41
C -1.80431 3.85118 0.85297 0.53 -1.34 -0.20 0.31
O -0.96300 4.33238 1.61316 -0.14 0.48 0.16 -0.74
O -3.19451 5.81100 0.75605 0.01 -0.52 -0.23 -0.80
O -2.28646 0.56848 -0.82052 0.20 -0.14 0.27 -0.76
H -0.80869 1.95665 0.89536 0.06 -0.09 -0.04 0.19
H -4.66420 4.43652 -1.00460 0.05 0.10 0.02 0.35



5.
32
Properties=species:S:1:pos:R:3:forces:R:3:mulliken_charge:R:1 method="wB97M-V/def2-TZVPD" orbital_gap_ev=9.01 lumo_ev=-3.79 charge=+1 max_force_ev_per_a=5.19 de_lowest_kcal_mol=3.6 e_homo_ev=-12.81
C 1.26656 3.40182 -0.26406 -0.91 -2.28 1.38 -0.62
C 1.95132 2.28085 -0.79909 1.48 1.69 0.39 -0.72
C 0.08626 3.24999 0.54486 2.13 -1.39 -1.99 -0.91
C 1.48937 1.06499 -0.44904 0.41 -3.81 -1.29 0.34
C -0.33921 1.95583 0.86784 -0.77 1.02 -1.09 0.77
C 0.36568 0.87468 0.32844 -1.21 -0.05 0.97 0.10
C -1.60187 1.74220 1.69345 2.95 -0.66 0.38 -0.89
C -1.36083 0.46179 2.47338 -3.10 -1.39 0.96 -0.69
C -0.28137 -0.43257 0.47715 -0.87 -0.76 1.30 0.11
C 1.00732 -2.63048 -1.55859 -1.45 4.47 -2.21 -1.21
C -1.01503 -0.42514 -2.29081 -1.52 0.32 -0.07 -0.97
N -1.10645 -0.65014 1.50973 1.29 1.35 -2.20 0.01
O 1.53364 -1.37077 1.46442 1.11 2.84 1.61 -0.56
Si -0.50662 -1.70807 -0.98400 0.24 1.24 -0.54 0.48
H 1.80098 4.29054 -0.21243 0.33 1.95 -0.65 0.43
H 2.96609 2.34729 -1.30814 -1.68 0.26 0.53 0.35
H -0.48542 4.10821 0.76383 -0.40 0.84 0.76 0.52
H 1.96801 0.07845 -0.83016 -0.54 1.98 0.56 0.07
H -1.55913 2.54057 2.37279 -0.22 1.09 1.31 0.52
H -2.53065 1.85119 1.21143 -1.06 -0.40 -1.05 0.36
H -0.53237 0.54485 3.20746 -0.51 -0.14 -0.56 0.29
H -2.37280 0.18287 3.00278 2.20 0.39 -0.62 0.40
H 1.88415 -2.13433 -1.23351 1.02 0.43 0.52 0.41
H 1.12597 -3.61764 -1.53250 0.18 -4.06 0.39 0.51
H 0.93250 -2.30460 -2.65501 0.30 -0.77 1.18 0.30
H -0.98208 0.56540 -1.79158 -0.62 -0.49 -0.11 0.27
H -0.28957 -0.22959 -3.07800 0.06 -0.64 -0.29 0.38
H -2.06752 -0.59445 -2.74987 1.86 0.31 0.74 0.33
H 1.72057 -2.18988 1.10929 0.64 -3.03 -1.12 0.27
H -1.66656 -1.48970 1.37033 -0.18 0.39 0.90 0.27
H 2.42331 -0.98369 1.65007 -0.99 -0.30 -0.11 0.33
H -1.63996 -2.44961 -0.43475 -0.19 -0.40 0.02 -0.26



6.
30
Properties=species:S:1:pos:R:3:forces:R:3:mulliken_charge:R:1 method="wB97M-V/def2-TZVPD" smiles=Cc1ccc(O)cc1.CC(C)C orbital_gap_ev=9.07 lumo_ev=0.80 charge=0 max_force_ev_per_a=3.62 de_lowest_kcal_mol=37.5 e_homo_ev=-8.26
C -2.61473 2.92997 -1.66579 -0.16 1.39 0.81 -1.47
C -1.29213 2.25544 -1.55658 0.72 -1.14 -0.81 0.53
C -1.02471 1.07717 -2.35204 -1.09 0.01 1.70 -0.64
C 0.08932 0.30362 -2.15106 -1.65 1.70 0.98 -0.44
C 0.95239 0.74918 -1.13504 0.78 -0.77 -3.07 0.86
O 2.07357 0.00755 -1.21045 2.42 -0.43 1.82 -0.56
C 0.88960 1.95591 -0.48360 -1.52 -0.24 -0.94 -0.78
C -0.29874 2.71632 -0.71593 1.09 0.30 0.70 -0.18
H -2.80316 3.63043 -0.83276 0.25 -0.57 0.13 0.36
H -3.45019 2.24917 -1.67592 -0.22 -0.31 -0.26 0.35
H -2.67126 3.63417 -2.48167 -0.07 -0.19 -0.86 0.32
H -1.85664 0.59264 -2.83282 -0.25 0.40 -0.83 0.30
H 0.25766 -0.64212 -2.66663 -0.09 0.28 0.08 0.25
H 1.94751 -0.76247 -1.77416 -0.07 0.23 0.17 0.28
H 1.75277 2.26635 0.06276 0.14 0.36 0.49 0.49
H -0.38080 3.71086 -0.22226 -0.16 -0.93 -0.29 0.30
C 1.03287 -3.35664 1.60932 2.32 2.42 -0.07 -1.41
C 0.82726 -1.72237 1.51205 0.97 -2.60 -0.44 1.18
C -0.45462 -1.50915 0.82859 -0.68 3.53 0.42 -1.40
C 0.96579 -1.03217 2.81286 1.90 1.17 1.22 -1.43
H 0.24745 -3.96259 2.02467 -0.56 0.17 0.15 0.35
H 1.99229 -3.56788 2.15245 -0.88 0.15 -0.14 0.35
H 1.26932 -3.63864 0.59084 -0.35 -0.45 -0.30 0.38
H 1.64453 -1.27567 0.86956 -0.67 -1.00 0.51 -0.04
H -1.32638 -1.67458 1.43047 -0.44 -0.25 0.56 0.45
H -0.50858 -0.44696 0.45993 -0.21 -0.73 0.60 0.19
H -0.54728 -2.04421 -0.03460 -0.22 -1.84 -2.36 0.41
H 0.16311 -1.08964 3.55701 0.08 -0.41 -0.27 0.34
H 1.94122 -1.40559 3.22286 -0.94 0.27 0.30 0.33
H 1.18259 0.05188 2.65797 -0.45 -0.55 0.01 0.31